1.
The following is a quantum chemistry calculation of C4H3Br2FN2S in the gas phase, from OMol25.

XYZ file:
```
13
Properties=species:S:1:pos:R:3:mulliken_charge:R:1
Br -0.785 3.051 0.383 -0.126
C 0.087 1.369 0.197 0.183
C -0.564 0.077 -0.160 0.859
F 1.566 -1.979 2.087 -0.316
H -2.045 -0.873 -1.371 0.260
Br 2.906 -0.195 -1.333 -0.144
S 2.534 -1.668 0.728 0.103
C 1.617 -0.124 0.041 0.618
N 1.363 1.293 0.328 -0.556
H -2.435 0.744 -0.583 0.322
N 0.374 -0.746 -0.204 -0.434
C -1.969 -0.206 -0.413 -1.046
H -2.649 -0.743 0.299 0.276
```

As for the spin multiplicity: 1. The value obtained for the lowest unoccupied orbital energy is -1.231 eV. The orbital gap comes out at 8.108 eV.

---

2.
The following is a quantum chemistry calculation of 11 unconnected molecules or ions with the total composition C15H50O12S, from OMol25.

XYZ file:
```
78
Properties=species:S:1:pos:R:3:mulliken_charge:R:1
C -0.521 -2.138 -2.386 -0.698
H -0.420 -3.838 1.308 0.257
H -2.013 -1.853 -0.915 -0.234
H 10.588 -0.175 0.229 0.263
H -3.990 -2.769 -0.537 0.271
O -3.299 -3.301 -0.126 -0.503
H -1.976 -0.606 -2.113 0.365
H 3.126 -1.616 -2.860 0.507
C -1.344 -1.229 -1.496 0.065
C -1.355 0.279 -6.048 -0.422
H -1.176 -2.972 2.676 0.263
H -2.219 0.674 -5.512 0.181
H 6.870 -0.113 -0.491 0.237
H 2.188 -2.320 6.799 0.250
H 9.230 1.017 -1.227 0.270
H -3.912 -2.718 1.773 0.277
H -1.333 0.688 -7.062 0.334
H -5.222 1.739 0.943 0.136
H -3.696 3.025 -1.924 -0.069
H 1.351 -2.004 -0.461 -0.139
C 10.128 -0.612 -0.661 -0.545
H -2.220 -1.384 -6.553 0.282
H 0.324 -1.659 1.516 0.177
O 4.964 0.584 -0.026 -0.471
H -2.676 4.274 -2.692 0.282
O -1.410 -1.147 -6.091 -0.503
H 1.842 -2.926 5.167 0.145
H 2.547 -0.171 -2.125 0.303
C 2.330 -1.218 -2.254 -0.599
H 3.166 -1.754 5.430 0.230
H 2.725 -2.960 -1.022 0.432
H 0.832 0.998 -0.618 0.633
C 2.163 -2.055 5.745 -0.434
H 10.853 -0.621 -1.478 0.247
O 8.958 0.114 -1.032 -0.464
C -0.177 0.726 -0.926 -0.213
H -3.560 4.166 4.076 0.288
H -5.162 1.651 -1.359 0.272
C -3.752 -3.628 1.189 -0.602
H -2.038 2.129 -3.222 0.325
H 0.177 -4.089 2.965 0.334
C -3.386 3.465 -2.879 -0.343
H 2.964 -1.430 -0.267 0.050
H -0.183 -3.014 -1.857 0.402
H -1.182 -2.507 -3.153 0.504
H 9.830 -1.633 -0.440 0.229
H -0.397 2.293 1.851 -0.055
O 1.248 -0.982 5.567 -0.486
H -0.440 3.989 2.408 0.284
C -0.469 2.943 2.728 -0.257
O -5.894 1.188 -0.942 -0.537
H 5.215 1.492 -0.223 0.263
O -0.534 -0.501 -0.561 -0.174
O 0.705 -2.299 2.129 -0.406
S 0.820 -1.326 -3.290 -0.155
C 2.312 -1.968 -0.943 -0.557
H -0.447 0.568 -5.525 0.153
H -4.693 5.290 3.284 0.271
H 0.381 2.753 3.379 0.259
H -2.409 2.838 2.882 0.299
H -5.266 3.720 3.885 0.228
O -0.875 1.507 -1.454 -0.526
O -1.655 2.668 3.463 -0.511
O -2.802 2.469 -3.702 -0.435
C -6.113 1.816 0.322 -0.451
O -4.177 3.615 2.155 -0.464
H 6.611 0.328 1.217 0.248
C -4.430 4.240 3.425 -0.573
C -0.236 -3.358 2.274 -0.617
C 6.156 -0.124 0.331 -0.514
H -2.981 -4.227 1.662 0.194
H -6.369 2.870 0.184 0.227
H 1.245 -0.771 4.627 0.284
H 5.879 -1.151 0.557 0.258
H -6.940 1.309 0.813 0.321
H -4.678 -4.205 1.143 0.304
H -3.445 4.085 1.738 0.274
H -4.259 3.864 -3.390 0.278
```

As for the spin multiplicity: 1. The value obtained for the lowest unoccupied orbital energy is 0.431 eV. The orbital gap comes out at 8.786 eV. As for the SMILES: CCSCCOC=O.CO.CO.CO.CO.CO.CO.CO.CO.CO.CO.

---

3.
The following is a quantum chemistry calculation of a molecular structure, C46H35BrCoN4O3PS, from OMol25.

XYZ file:
```
92
Properties=species:S:1:pos:R:3:lowdin_spin:R:1
C -0.322 0.265 -1.940 0.093
C 5.433 -2.655 1.665 -0.001
H 6.132 -3.301 2.172 0.000
H 1.883 -3.246 -4.167 0.000
C 5.866 -1.827 0.636 0.004
C 3.242 1.677 -0.497 0.007
C 4.395 3.301 0.853 -0.001
H 2.396 2.428 -2.322 0.000
C -3.400 -5.476 -4.298 0.000
H 3.172 -2.015 -5.877 0.000
C 3.592 0.096 -3.267 0.002
H 3.248 4.714 -1.991 0.000
H 4.102 1.018 -3.024 0.000
C -0.622 1.239 -4.556 -0.004
C 3.718 -0.435 -4.541 0.000
H 3.773 -3.297 2.837 0.000
C 0.720 5.549 1.083 0.001
C -0.337 1.644 -2.206 0.013
H -2.184 -1.876 -1.037 0.000
S -0.156 4.259 -1.249 0.001
H 4.317 0.082 -5.276 0.000
H 4.939 3.547 1.751 0.000
C 2.976 2.667 -1.443 0.005
C -0.096 2.527 -1.096 0.006
H 6.905 -1.818 0.348 0.000
C -0.497 2.126 -3.509 0.003
H -6.300 -5.927 -2.562 0.000
C 3.440 3.955 -1.248 0.000
N -3.147 -2.993 -1.583 0.001
H 0.544 6.516 0.639 0.000
C -4.648 -5.992 -3.936 0.000
C 0.428 4.393 0.379 0.001
H -1.602 0.681 3.734 0.000
C -4.138 -2.915 -0.716 0.000
Br -6.396 -1.017 3.739 0.000
C -3.944 -0.207 2.552 0.000
C 4.107 -2.653 2.036 0.003
C 1.211 3.001 2.186 0.001
H -5.086 -6.773 -4.538 0.000
H -1.149 -1.854 1.382 0.001
C -5.150 -1.920 1.340 0.000
C -4.735 -4.516 -2.103 0.000
P 2.475 0.040 -0.637 0.048
C 3.089 -1.622 -4.875 0.002
C -3.008 -1.143 0.536 0.004
C 2.355 -2.307 -3.918 0.000
C -2.925 -0.244 1.617 0.001
C -3.478 -3.981 -2.468 0.000
C 1.514 4.154 2.882 0.000
H -1.832 -4.072 -3.852 0.000
N 0.721 -1.551 1.250 0.027
C -0.647 -0.125 -4.302 0.004
H 4.516 5.278 0.043 0.000
H -3.901 0.446 3.407 0.000
H 1.474 6.304 2.922 0.000
C 3.931 2.013 0.666 0.006
C -0.518 -0.602 -3.004 0.015
O -1.939 -1.218 -0.295 0.038
H -0.561 -1.671 -2.845 0.003
H -0.693 1.601 -5.571 0.000
C -2.794 -4.471 -3.577 0.000
C -5.337 -5.527 -2.835 0.000
C 1.805 -1.962 1.819 0.018
O -0.398 -1.960 1.986 0.004
H -2.910 -5.875 -5.172 0.000
C 3.606 -1.029 0.319 0.013
C 0.629 3.108 0.922 0.005
C 4.955 -1.021 -0.020 0.003
H 1.987 4.085 3.850 0.000
C 2.224 -1.781 -2.648 0.002
N 0.280 2.086 0.079 0.038
C -5.040 -1.049 2.402 0.000
H -0.493 3.192 -3.687 0.001
Co 0.173 -0.043 0.004 2.602
C 3.163 -1.852 1.369 0.001
H -0.746 -0.822 -5.123 0.001
H 4.114 1.258 1.416 0.000
C 2.821 -0.566 -2.319 0.001
N -5.120 -3.819 -0.986 0.000
O -1.784 0.505 1.683 0.015
C -1.647 1.310 2.840 0.001
H 1.453 2.030 2.596 0.000
H 5.289 -0.375 -0.819 0.000
H 1.664 -2.509 2.750 0.001
C -4.124 -1.979 0.392 0.001
H -0.716 1.857 2.729 0.000
C 4.155 4.273 -0.104 0.006
H -6.008 -2.567 1.258 0.000
H 1.649 -2.300 -1.891 0.000
H -5.973 -3.958 -0.472 0.000
C 1.251 5.416 2.350 0.000
H -2.476 2.019 2.908 0.000
```

The charge is +1. As for the spin multiplicity: 4. The value obtained for the energy relative to the best compared isomer or geometry (same formula, charge and spin) is 0.000 eV. The value obtained for the lowest unoccupied orbital energy (spin up / spin down) is -2.866 / -3.028 eV. The orbital gap (spin up / spin down) comes out at 7.005 / 7.382 eV.

---

> What is the spin multiplicity in the third record?

4